Here is a structure of composition C20H35B2Ca2Cl2F8MgN3O12PS6 at a distorted geometry from the Open Molecules 2025 dataset. Energies are from wB97M-V/def2-TZVPD.

```
92
Properties=species:S:1:pos:R:3:forces:R:3:lowdin_charge:R:1
O 3.15330 -1.49851 -1.80350 -0.25 -0.78 0.10 0.163
B 3.60833 -1.00607 -2.97931 1.19 0.80 -0.93 -0.757
O 3.34079 -1.79234 -4.17205 0.71 0.54 0.47 -0.115
C 4.33221 0.33997 -3.17265 -0.36 -0.03 0.77 -0.021
B 4.32533 1.05714 -1.78009 0.66 -0.02 -0.27 -0.439
C 3.33732 2.15679 -1.36826 0.28 0.42 -0.38 -0.162
C 2.98446 3.13497 -2.50368 0.20 -0.42 0.62 -0.253
C 1.72498 3.90776 -2.22774 0.76 0.21 -0.88 -0.392
S 0.12484 3.24899 -2.80221 -0.21 0.14 0.81 1.087
C 0.18219 1.57336 -3.03104 0.91 0.55 0.29 -0.987
S 0.93572 0.81951 -4.26989 0.88 -1.44 -0.49 0.774
N -0.59081 0.82835 -2.08894 -0.30 0.31 -1.07 -0.139
C -1.93035 0.84397 -2.07551 -1.80 0.01 0.02 -0.019
C -2.33553 0.05897 -1.04591 0.27 0.54 -0.60 -0.125
N -1.19384 -0.41621 -0.44449 0.24 -0.92 -0.05 -0.222
C -0.16653 0.06801 -1.09359 0.82 -0.04 -0.06 -0.170
P 5.68504 0.50024 -0.46942 -0.53 0.15 1.11 0.386
S 5.35624 1.10094 1.36348 -0.09 0.06 -0.17 0.135
H 3.43999 -2.39869 -1.59315 -0.19 -0.14 0.27 0.152
H 3.15602 -1.12006 -4.84602 1.31 0.31 -0.73 0.084
H 5.33512 0.07589 -3.50117 0.36 -0.10 -0.16 0.135
H 3.84794 0.91567 -3.95357 -0.04 0.23 -0.31 0.094
H 3.81765 2.71737 -0.57367 -0.05 0.08 0.56 0.083
H 2.44184 1.74988 -0.90413 -0.27 -0.33 0.14 0.106
H 2.94835 2.70319 -3.48525 -0.22 -0.12 -0.39 0.046
H 3.78566 3.85950 -2.52895 0.26 0.34 -0.14 0.133
H 1.66028 4.08108 -1.16306 -0.64 -0.03 0.38 0.089
H 1.79191 4.86262 -2.72000 -0.19 0.36 -0.31 0.087
H -2.54993 1.37244 -2.75977 -0.24 0.40 -0.49 0.147
H -3.35559 -0.14812 -0.76901 -0.41 -0.13 0.13 0.114
H 0.86529 -0.08168 -0.86794 0.43 -0.06 0.18 0.133
H 6.97260 0.78705 -0.95108 0.01 -0.12 -0.37 -0.017
H 5.62283 -0.90516 -0.53227 0.29 -0.16 -0.42 -0.039
Ca 1.31479 -2.12838 -4.02771 -3.10 -0.43 0.09 1.495
O 2.61435 -3.60545 -7.32839 -0.28 -0.45 0.08 -0.034
C 3.70022 -3.18930 -7.68983 -0.55 3.88 2.85 -0.262
C 4.32721 -4.57624 -8.98556 0.29 -3.23 -2.38 -0.236
O 5.39287 -4.08921 -9.26070 0.34 0.61 0.25 0.066
H 4.56128 -3.18682 -6.99346 0.16 -0.93 -0.33 0.115
H 3.77250 -2.29963 -8.34042 -0.11 -0.68 -0.81 0.127
H 3.45765 -4.50723 -9.66671 -0.01 0.57 0.19 0.128
H 4.24210 -5.44179 -8.29991 0.11 0.40 0.40 0.124
Ca -1.89038 -0.55812 1.52968 -0.95 -0.48 3.01 1.709
C -5.34854 3.39485 -0.83294 -0.29 -0.19 -0.30 -0.686
F -4.04670 3.26055 -0.49388 0.19 -0.02 0.07 0.084
F -5.98389 3.94672 0.19179 -0.02 0.16 0.29 0.135
F -5.41808 4.21234 -1.87192 0.10 0.11 -0.06 0.154
S -6.02307 1.72917 -1.23123 -0.03 0.27 -0.32 0.536
O -5.85667 0.97987 -0.01493 0.44 -0.38 0.58 -0.317
O -5.20761 1.27314 -2.33553 0.59 -0.07 -0.09 -0.319
N -7.46188 2.15348 -1.58959 -0.08 -0.42 -0.02 -0.289
S -8.50305 1.01638 -2.05737 -0.17 0.17 -0.14 0.591
O -8.87012 0.11072 -1.01984 -0.05 -0.11 0.51 -0.270
O -8.20697 0.46414 -3.33958 0.19 0.07 -0.38 -0.273
C -9.94743 2.12890 -2.30178 0.31 0.21 0.08 -0.704
F -9.67786 3.04943 -3.22395 -0.02 0.05 -0.08 0.142
F -10.26008 2.74514 -1.16544 -0.08 0.04 0.10 0.141
F -10.97877 1.40386 -2.70087 -0.20 -0.17 -0.08 0.155
Cl 5.31008 -3.20180 6.05066 0.27 0.04 0.16 0.606
C 5.77622 -1.73444 5.15452 -0.24 0.06 -0.10 -0.638
C 6.35801 -2.08284 3.81225 0.06 0.13 -0.18 -0.688
Cl 7.95509 -2.85515 3.94728 0.04 -0.05 -0.02 0.550
H 6.46525 -1.15297 5.75892 0.08 -0.11 0.07 0.074
H 4.86507 -1.15492 5.01244 0.00 0.01 -0.03 0.072
H 6.48762 -1.17985 3.21821 0.01 0.07 0.04 0.029
H 5.70595 -2.76210 3.26919 -0.02 -0.07 0.04 0.061
C -3.93099 4.81386 3.09894 0.04 0.06 -0.10 -0.257
S -4.56770 3.43206 4.03887 -0.66 0.22 -0.89 0.409
O -4.37281 2.20412 3.22428 0.48 -0.52 -0.34 -0.589
C -6.29832 3.86685 3.94510 -0.12 -0.02 -0.04 -0.233
H -2.85187 4.69795 3.01503 0.02 -0.01 0.06 0.050
H -4.38884 4.80651 2.11091 -0.03 -0.03 0.01 0.049
H -4.15606 5.74233 3.62276 0.01 0.00 0.03 0.062
H -6.59499 3.92091 2.89889 0.02 -0.02 -0.03 0.062
H -6.45497 4.82359 4.44290 0.03 0.00 0.03 0.065
H -6.86695 3.09148 4.45374 0.03 -0.03 0.02 0.065
F 1.63668 3.18232 -4.81358 -0.49 -0.02 0.02 -0.619
C 0.59394 -5.41646 7.33340 -0.31 0.23 -0.37 -0.051
C 0.92004 -4.88847 5.96977 0.28 -0.09 0.53 -0.275
C 1.93477 -3.77402 5.91049 -0.01 0.07 -0.13 -0.085
O 1.51414 -3.04252 4.71336 0.50 0.11 0.19 0.060
C 0.21674 -3.26515 4.57959 -0.25 0.54 -0.44 -0.643
O -0.47222 -2.62394 3.79869 -0.43 0.56 -0.82 0.023
O -0.23669 -4.20176 5.35049 -0.15 -0.60 0.19 0.135
H 0.14237 -4.64405 7.95478 0.08 0.06 0.04 0.095
H -0.12714 -6.24686 7.31480 -0.01 -0.07 0.35 0.048
H 1.49342 -5.78493 7.82385 0.07 -0.04 -0.04 0.100
H 1.19979 -5.70433 5.29983 -0.10 0.07 -0.17 0.158
H 2.96451 -4.08687 5.79403 -0.12 -0.08 -0.15 0.059
H 1.86149 -3.09133 6.75795 -0.09 -0.02 0.02 0.144
Mg -3.53083 3.65913 6.56937 0.51 0.06 1.00 0.366
F -0.90627 -7.02968 8.73225 -0.08 -0.08 -0.10 -0.668
```
Forces are in eV/Å.

## Properties
LUMO level ... -6.5326 eV
Charge ... +1
Orbital gap ... 1.1 eV
E_tot ... -215089.52801 eV



Here is a cluster of 3 separate species, C20H35IO9 in total at a distorted geometry from the Open Molecules 2025 dataset. Energies are from wB97M-V/def2-TZVPD.

```
65
Properties=species:S:1:pos:R:3:forces:R:3:lowdin_charge:R:1
C 5.20643 1.65954 2.64628 0.37 -0.38 0.84 -0.140
C 5.13931 0.92459 1.18393 -1.31 0.47 0.05 -0.140
C 4.94037 1.99034 -0.08956 0.50 -2.61 -4.88 -0.266
O 4.90642 1.49028 -1.33568 0.01 3.73 7.91 -0.013
O 4.87118 3.42283 0.23065 -1.10 -3.38 -0.67 -0.116
C 3.49634 3.93781 0.24612 -1.05 1.53 0.62 -0.173
C 2.33505 2.84466 0.61595 -0.77 1.58 -0.70 -0.102
C 1.00782 3.66741 1.21622 -0.53 -3.94 1.11 -0.028
C 0.06036 2.76758 1.93070 1.59 4.96 -1.35 -0.103
C 0.08263 1.13358 2.18242 -0.57 0.45 -0.91 -0.164
C -1.31720 0.49468 1.52393 0.51 -1.23 1.35 -0.674
C -1.13664 -1.13835 1.23498 -0.01 0.47 -0.02 -0.172
I -1.78814 1.48314 -0.41045 0.23 -0.46 1.04 0.805
C -1.06361 3.89007 2.42846 -3.16 -2.92 3.14 -0.172
O -2.11617 3.59702 3.23995 7.25 2.94 -5.86 -0.005
O -0.67715 5.23074 1.88188 0.84 -1.14 0.04 0.000
C 0.62452 5.25887 1.13935 1.50 1.07 -1.63 -0.150
O 1.23420 6.29401 0.55307 -4.72 -7.14 4.42 0.034
H 4.64811 2.68454 2.72075 1.02 -1.99 -0.52 0.075
H 4.69462 0.94976 3.45860 1.26 1.48 -1.79 0.089
H 6.32238 1.86061 2.99002 -2.37 -0.47 -0.80 0.090
H 6.00514 0.14578 0.98266 -1.70 1.99 0.28 0.133
H 4.13627 0.27720 1.18262 2.14 1.41 -0.27 0.118
H 3.27521 4.51682 -0.76847 0.33 -1.58 2.07 0.155
H 3.46934 4.78515 1.08700 0.30 -1.93 -1.79 0.143
H 2.02606 2.29926 -0.39076 0.51 0.94 2.26 0.145
H 2.61635 2.07489 1.45160 -0.27 1.64 -1.74 0.100
H 0.97427 0.58735 1.61829 -1.81 1.66 1.04 0.110
H 0.20710 0.86388 3.32037 -0.56 0.74 -2.19 0.138
H -2.22431 0.64685 2.25102 1.83 0.03 -1.61 0.095
H -1.49358 -1.36637 0.14195 0.76 0.32 2.23 0.049
H 0.00186 -1.44712 1.34566 -2.43 0.60 -0.23 0.090
H -1.79590 -1.74856 1.98892 1.43 1.12 -1.45 0.073
C -1.56973 -0.04914 -4.67618 0.14 0.13 0.19 -0.111
O -0.45676 0.73915 -4.26079 -0.05 -0.11 -0.50 -0.221
C 0.60535 0.73363 -5.22045 -0.12 0.48 0.28 -0.191
C 0.58432 1.99707 -6.08691 -0.28 -0.48 -0.18 -0.193
O -0.59052 2.05385 -6.90189 0.05 0.09 0.53 -0.197
C -1.59249 2.90263 -6.35029 0.00 -0.06 -0.24 -0.111
H -2.43188 0.23522 -4.06947 0.12 -0.01 0.02 0.082
H -1.81520 0.10982 -5.72943 0.06 0.01 0.04 0.084
H -1.35067 -1.10638 -4.50514 -0.08 -0.09 -0.07 0.087
H 0.56168 -0.17053 -5.84068 -0.06 0.16 -0.01 0.125
H 1.54469 0.70816 -4.65856 -0.02 0.02 -0.04 0.123
H 1.44119 1.97126 -6.76097 0.09 -0.01 -0.05 0.121
H 0.67265 2.89950 -5.46985 -0.07 -0.14 0.03 0.125
H -1.33623 3.94650 -6.55155 -0.06 0.08 0.09 0.087
H -1.71281 2.75682 -5.27286 0.06 -0.03 -0.07 0.082
H -2.54248 2.67636 -6.84366 0.20 -0.02 0.01 0.090
C -2.77379 -7.45825 2.72530 -0.23 0.01 0.08 -0.109
O -3.74752 -6.69019 3.42856 0.50 0.28 -0.01 -0.196
C -3.15520 -5.69246 4.26687 -0.48 0.05 -0.31 -0.192
C -3.17881 -4.31357 3.59936 0.42 -0.37 -0.04 -0.195
O -2.35714 -4.28441 2.42817 -0.45 -0.17 0.08 -0.218
C -3.11448 -4.43062 1.23080 0.20 0.06 -0.04 -0.113
H -3.27640 -7.97225 1.90343 -0.03 0.05 0.13 0.090
H -1.97768 -6.83320 2.31253 -0.05 0.00 0.05 0.082
H -2.34378 -8.20457 3.39841 0.12 -0.05 -0.04 0.087
H -2.13299 -5.97820 4.54533 -0.07 0.10 -0.12 0.125
H -3.75155 -5.64942 5.18406 0.03 0.03 -0.03 0.123
H -2.76911 -3.58210 4.29675 0.04 0.07 0.09 0.120
H -4.20509 -4.00866 3.36118 0.07 -0.14 0.00 0.127
H -3.59357 -3.47889 0.98479 -0.12 -0.01 -0.08 0.082
H -3.87521 -5.21229 1.31374 0.08 0.06 0.06 0.086
H -2.42734 -4.69368 0.42103 -0.03 0.07 0.18 0.093
```
Forces are in eV/Å.

## Properties
LUMO level ... -1.7845 eV
Charge ... 0
Energy above the lowest of the compared OMol25 structures with the same formula, charge and spin ... 122.3 kcal/mol
Orbital gap ... 7.5 eV
SMILES string ... CCC(=O)OCCC1=C(C[C@H](C)I)C(=O)OC1=O.COCCOC.COCCOC
E_tot ... -47823.92473 eV



- Among the records above, which one has the highest E_tot?
  C20H35IO9



- The highest charge belongs to which entry?
  C20H35B2Ca2Cl2F8MgN3O12PS6



- Which formula does entry 1 have?
  C20H35B2Ca2Cl2F8MgN3O12PS6